(1)
{"formula": "C5H8O4", "method": "ωB97M-V/def2-TZVPD", "total_energy_ev": -13500.1237, "de_lowest_kj_mol": 478.5, "e_homo_ev": [-8.88, -8.89], "orbital_gap_ev": [8.505, 8.507], "species": ["C", "H", "O", "H", "C", "H", "H", "C", "O", "C", "H", "C", "H", "H", "H", "O", "O"], "positions_angstrom": [[-0.487, -1.054, -1.992], [1.773, 0.005, 2.122], [1.015, -1.019, -0.246], [-2.137, 0.068, -2.004], [0.477, 0.034, 0.419], [-1.681, 1.119, 0.252], [0.723, -1.118, -3.309], [0.687, -0.005, 1.972], [0.064, 1.118, 2.516], [-1.090, 0.059, 0.062], [0.308, 1.922, 1.876], [-1.292, -0.289, -1.345], [1.884, 1.062, -0.374], [-1.474, -0.702, 0.699], [0.221, -0.870, 2.383], [-0.077, -1.607, -3.086], [1.086, 1.277, 0.055]], "lowdin_charge": [-0.0367, 0.1266, -0.0806, 0.1643, -0.6438, 0.1792, 0.1510, -0.2055, -0.0979, -0.0881, 0.1531, -0.0761, 0.0719, 0.1067, 0.1137, 0.1689, -0.0069]}



(2)
{"formula": "C7H10N2", "method": "ωB97M-V/def2-TZVPD", "total_energy_ev": -10399.1746, "de_lowest_kj_mol": 235.1, "e_homo_ev": -8.73, "orbital_gap_ev": 9.496, "smiles": "[H]/N=C1/C=C(C)[C@H](C=C)N1", "species": ["H", "H", "C", "N", "N", "C", "H", "H", "C", "C", "C", "H", "H", "C", "H", "H", "H", "C", "H"], "positions_angstrom": [[0.773, 3.037, 0.427], [-2.170, 1.811, -0.586], [1.693, -1.790, -0.662], [-3.180, -0.590, -0.349], [-0.964, -1.150, 0.414], [1.525, -0.965, 0.302], [2.490, -0.570, 0.575], [1.100, 2.474, -1.134], [0.946, 2.131, -0.132], [-2.037, -0.253, 0.005], [0.188, -0.277, 0.602], [0.154, -0.075, 1.673], [2.622, -1.938, -1.174], [-0.131, 1.095, -0.001], [1.906, 1.779, 0.263], [-1.009, -1.870, 1.169], [0.832, -2.356, -1.144], [-1.444, 1.066, -0.174], [-3.294, -1.559, -0.075]], "lowdin_charge": [0.0775, 0.1354, -0.0156, 0.1275, 0.0639, -0.1415, 0.0916, 0.0767, -0.0242, -0.4493, -0.3151, 0.1408, 0.0513, -0.1860, 0.0759, 0.1571, 0.0882, -0.0004, 0.0462]}



(3)
{"formula": "C6H8LiO6Pd", "method": "ωB97M-V/def2-TZVPD", "multiplicity": 3, "total_energy_ev": -22311.4204, "de_lowest_kj_mol": 59.6, "e_homo_ev": [-11.66, -13.55], "orbital_gap_ev": [6.911, 8.341], "charge": 1, "species": ["H", "O", "H", "O", "H", "H", "H", "C", "Li", "C", "O", "Pd", "O", "H", "C", "C", "O", "H", "O", "C", "C", "H"], "positions_angstrom": [[-1.491, -3.248, -0.613], [1.802, -0.263, -0.157], [2.977, 0.137, -1.719], [0.614, -0.904, 1.585], [3.046, 1.368, -0.440], [0.800, 0.997, -2.513], [-1.621, -2.754, 0.978], [-1.896, 1.005, 0.969], [-0.166, 0.392, 2.933], [1.330, 1.609, -1.763], [-2.036, 0.594, 2.092], [0.089, 2.112, -0.248], [0.854, 1.253, 1.214], [-0.196, -2.196, -0.705], [-1.036, -2.425, -0.042], [1.124, 0.042, 0.917], [-1.658, -0.120, -0.118], [-3.015, -1.477, 0.504], [-1.779, 2.082, 0.402], [-2.003, -1.329, 0.105], [2.364, 0.758, -1.049], [1.896, 2.366, -2.332]], "mulliken_spin": [0.0000, 0.0000, 0.0398, 0.0376, 0.0102, 0.0164, 0.0003, 0.0018, 0.0004, 0.3678, 0.0120, 1.4570, 0.0758, -0.0001, -0.0010, -0.0415, 0.0078, 0.0007, 0.0501, 0.0017, -0.0321, -0.0045]}



(4)
{"formula": "C17H17BrN2O5", "method": "ωB97M-V/def2-TZVPD", "total_energy_ev": -101166.0002, "de_lowest_kj_mol": 38.4, "e_homo_ev": -8.62, "orbital_gap_ev": 9.296, "smiles": "CCOC(=O)C1=C(N)Oc2ccc(Br)cc2[C@H]1[C@H](C#N)C(=O)OCC", "species": ["H", "C", "H", "C", "C", "H", "H", "O", "C", "H", "H", "C", "C", "O", "C", "H", "N", "H", "O", "O", "H", "C", "H", "C", "C", "C", "C", "C", "H", "Br", "O", "H", "H", "C", "H", "N", "C", "H", "C", "C", "H", "H"], "positions_angstrom": [[0.849, 2.257, -4.333], [0.242, -0.798, -0.524], [3.177, -3.696, 1.452], [-0.396, 0.771, 1.324], [0.762, 1.179, 3.383], [0.295, 1.549, -5.858], [-2.414, 0.229, 3.988], [1.714, -1.481, 1.184], [0.750, 1.162, 2.001], [1.633, 1.440, 1.445], [0.983, 0.518, -4.594], [-2.031, 0.833, -2.109], [3.765, -2.791, 1.324], [-0.887, 0.998, -2.797], [-0.360, 0.829, 4.117], [-1.651, 2.080, -4.376], [-4.137, 0.332, -0.277], [3.554, -0.665, 1.653], [2.610, -0.381, -0.562], [-2.730, 0.151, 1.462], [-4.847, 0.003, 0.352], [1.670, -0.868, 0.007], [-0.330, 0.834, 5.195], [0.369, 1.394, -4.786], [-2.863, 0.364, 0.132], [-0.398, 0.593, -0.166], [-0.573, -1.857, 0.009], [-1.019, 1.202, -4.203], [4.002, -2.667, 0.270], [2.364, 1.657, 4.288], [-3.125, 0.836, -2.657], [4.691, -2.885, 1.884], [-1.522, 0.333, -4.641], [-1.518, 0.487, 3.449], [2.755, -1.682, 2.892], [-1.248, -2.677, 0.433], [2.988, -1.586, 1.830], [-4.279, 0.411, -1.281], [-1.538, 0.460, 2.058], [-1.806, 0.643, -0.697], [0.274, -0.866, -1.617], [0.223, 1.352, -0.652]], "lowdin_charge": [0.0782, -0.1224, 0.0822, -0.0998, -0.6668, 0.0773, 0.1253, -0.0072, -0.0689, 0.1223, 0.0768, -0.4368, -0.0531, -0.0179, -0.1091, 0.1280, 0.2114, 0.1219, 0.1376, 0.1028, 0.1243, -0.4851, 0.1045, -0.0604, -0.2799, -0.1375, -0.1735, -0.2210, 0.0777, 0.7364, 0.0709, 0.0798, 0.1289, 0.0239, 0.1252, 0.2124, -0.2048, 0.0951, -0.1753, -0.0498, 0.1629, 0.1636]}